Record 1
Density functional theory data (ωB97M-V/def2-TZVPD) for a single C24H14F7N molecule in a non-equilibrium geometry.

Calculated values
largest force on an atom: 2.44 eV Å⁻¹
total energy: -45627.5862 eV
SMILES: N#C[C@@H](c1ccc(C(F)(F)F)cc1)[C@@H](/C=C/c1cc(F)cc(F)c1)c1cc(F)cc(F)c1

Positions of all 46 atoms, in Å:
N 2.24 -2.10 1.45
C 1.64 -1.47 0.68
C 0.91 -0.67 -0.32
C 0.48 -1.62 -1.47
C 0.31 -1.13 -2.77
C 0.04 -1.99 -3.82
C -0.10 -3.35 -3.57
C -0.32 -4.29 -4.72
F 0.09 -5.56 -4.45
F 0.36 -3.87 -5.84
F -1.65 -4.35 -5.08
C -0.03 -3.86 -2.28
C 0.24 -2.97 -1.22
C -0.25 0.09 0.33
C 0.28 1.05 1.39
C 0.65 0.64 2.62
C 1.04 1.52 3.71
C 0.88 2.93 3.64
C 1.25 3.70 4.74
F 1.06 5.06 4.68
C 1.79 3.16 5.91
C 1.95 1.77 5.94
F 2.49 1.21 7.07
C 1.60 0.95 4.88
C -1.16 0.80 -0.69
C -2.32 0.17 -1.14
C -3.12 0.81 -2.09
F -4.23 0.16 -2.56
C -2.82 2.08 -2.59
C -1.66 2.67 -2.11
F -1.31 3.91 -2.61
C -0.82 2.06 -1.17
H 1.61 0.07 -0.76
H 0.40 -0.06 -2.96
H -0.05 -1.62 -4.84
H -0.14 -4.92 -2.09
H 0.28 -3.38 -0.21
H -0.86 -0.68 0.82
H 0.26 2.11 1.15
H 0.70 -0.43 2.84
H 0.46 3.39 2.75
H 2.07 3.79 6.75
H 1.74 -0.13 4.94
H -2.60 -0.82 -0.77
H -3.47 2.57 -3.31
H 0.08 2.58 -0.83



Record 2
Density functional theory data (ωB97M-V/def2-TZVPD) for a molecular structure, C24H14FMoN2O8S4.

Calculated values
largest force on an atom: 0.56 eV Å⁻¹
total charge: -1
total energy: -92396.8904 eV

Positions of all 54 atoms, in Å:
Mo -0.79 -2.76 0.37
C -2.39 4.11 -2.71
C -1.67 4.16 -1.38
C -0.47 5.11 -1.42
C 0.08 5.29 -0.01
C 0.26 3.96 0.68
C 1.08 3.86 1.78
C 1.31 2.62 2.38
F 2.10 2.58 3.46
C 0.79 1.46 1.88
C -0.04 1.54 0.75
C -0.57 0.31 0.18
O -0.29 -0.77 0.78
C -1.36 0.44 -0.98
C -1.65 1.70 -1.45
N -1.20 2.84 -0.92
C -0.33 2.78 0.17
C -1.89 -0.72 -1.78
O -2.58 -0.49 -2.76
O -1.49 -1.86 -1.36
H -2.72 5.13 -2.95
H -3.28 3.48 -2.69
H -1.73 3.77 -3.51
H -2.36 4.53 -0.62
H -0.79 6.06 -1.83
H 0.29 4.69 -2.08
H -0.60 5.92 0.57
H 1.04 5.80 -0.04
H 1.56 4.74 2.19
H 1.00 0.50 2.32
H -2.29 1.75 -2.31
O -3.91 -4.37 6.29
C -3.37 -4.08 5.25
S -4.23 -3.71 3.75
C -2.81 -3.38 2.79
C -1.62 -3.49 3.39
S -0.12 -3.13 2.55
S -1.61 -3.96 5.07
S -2.94 -2.89 1.11
O 5.51 -4.84 -2.22
C 5.27 -3.65 -1.95
O 5.97 -2.63 -2.03
C 3.83 -3.39 -1.43
C 3.43 -2.11 -1.08
C 2.14 -1.89 -0.61
N 1.25 -2.87 -0.50
C 1.63 -4.11 -0.83
C 2.90 -4.42 -1.29
C 0.53 -5.12 -0.68
O 0.65 -6.29 -0.89
O -0.62 -4.54 -0.30
H 4.15 -1.31 -1.18
H 1.81 -0.90 -0.32
H 3.17 -5.43 -1.56



Record 3
Density functional theory data (ωB97M-V/def2-TZVPD) for a molecular structure, C24H15ClIN5O6SV in a non-equilibrium geometry.

Calculated values
largest force on an atom: 1.08 eV Å⁻¹
total charge: -2
ΔE to the lowest compared entry with this formula, charge and spin: 9.6 kJ/mol
total energy: -102015.9154 eV
2S+1: 4
<S²>: 3.7736

Positions of all 54 atoms, in Å:
V -0.20 -0.36 0.05
N 2.24 1.01 4.24
C 1.01 0.88 3.55
S -0.08 2.21 3.65
N 0.89 -0.27 2.96
N -0.27 -0.48 2.21
C -1.27 -0.95 2.84
C -2.56 -1.32 2.26
C -3.46 -1.98 3.10
C -4.73 -2.35 2.70
C -5.12 -2.03 1.40
C -4.27 -1.37 0.54
C -2.96 -0.99 0.93
O -2.20 -0.35 0.10
H 2.49 1.99 4.31
H 2.95 0.43 3.83
H -1.16 -1.10 3.92
H -3.13 -2.20 4.11
H -5.40 -2.87 3.37
H -6.11 -2.31 1.05
H -4.57 -1.11 -0.47
Cl -0.05 -4.18 -5.76
C -0.08 -3.64 -4.09
C -0.12 -4.56 -3.08
C -0.14 -4.18 -1.74
I -0.18 -5.62 -0.24
C -0.12 -2.83 -1.35
O -0.12 -2.39 -0.15
C -0.10 -1.87 -2.44
N -0.10 -0.57 -2.04
C -0.05 0.38 -2.95
C -0.01 0.09 -4.33
C -0.02 -1.21 -4.75
C -0.07 -2.25 -3.80
H -0.13 -5.61 -3.33
H -0.07 1.40 -2.58
H 0.02 0.91 -5.04
H 0.01 -1.45 -5.81
O 1.97 -0.28 0.06
C 2.70 0.70 0.10
C 2.30 2.09 0.14
C 3.33 3.03 0.21
C 3.05 4.38 0.24
C 1.71 4.84 0.21
C 0.69 3.95 0.15
C 0.92 2.52 0.09
O -0.05 1.73 -0.02
N 4.14 5.33 0.28
O 5.29 4.91 0.31
O 3.86 6.52 0.28
H 3.79 0.54 0.11
H 4.36 2.70 0.24
H 1.53 5.90 0.26
H -0.34 4.27 0.16